Entry 1:
Below is a cluster of 9 separate species, C78H162F9N6O6 in total in a non-equilibrium geometry, with properties calculated with ωB97M-V/def2-TZVPD.

The LUMO energy is -5.406 eV. The gap between HOMO and LUMO is 5.97 eV. The total charge is +3. The value obtained for the highest occupied orbital energy is -0.4179 Ha. As for the calculated total energy: -4746.84175 Eh.

Positions of all 261 atoms, in Å:
C1 -2.35744 -7.63946 -0.74698
H1 -0.54385 0.68380 0.41740
H2 -0.04574 6.88115 -1.83022
C2 1.78735 7.28361 0.28838
H3 -5.43028 3.91572 2.81860
C3 -3.91913 -3.28500 -0.68878
C4 -0.30680 5.89498 3.01312
H4 -0.10457 -3.07894 3.16102
C5 -3.78643 1.39965 1.76307
H5 3.90674 -2.44480 1.64482
C6 2.26102 0.90810 0.08519
H6 2.37977 -2.79311 3.65739
O1 2.47141 -1.33956 0.88177
H7 -5.41859 -7.13863 1.97711
H8 1.12530 6.64754 -0.29507
H9 2.81196 6.95187 0.33155
C7 -2.96616 0.52209 3.94787
H10 5.22493 -0.62175 1.14043
C8 -3.15902 2.36955 -6.67690
H11 -3.09672 -4.68129 3.42321
C9 2.00495 1.58578 4.54254
H12 3.78543 -3.23320 4.72500
H13 0.99130 -8.97814 -3.07283
H14 -2.81984 1.20474 1.24932
C10 6.92624 -0.44518 3.99927
H15 3.42205 10.72249 -1.42877
H16 7.53904 -1.07646 4.60262
N1 -5.09266 -5.10146 2.54388
H17 -2.31666 0.41343 -1.38191
H18 -4.17817 2.30885 1.29643
H19 -5.28244 -1.51135 -0.71921
H20 0.03716 -0.53065 -6.19203
C11 -4.15704 -6.40113 4.33396
C12 -4.80314 0.23697 1.59586
C13 -3.68808 -8.15044 -1.30938
H21 -3.39094 1.57905 -7.38550
H22 0.91869 -9.04914 -5.55264
N2 4.65578 -0.95321 3.13921
H23 7.30193 -1.49227 2.23322
H24 2.03688 2.62759 4.80806
C14 2.93060 10.09952 -2.16380
H25 4.17177 1.19998 4.70613
C15 0.15311 2.27662 -5.74853
C16 3.72057 -1.10279 -3.04681
C17 -0.65959 -0.19198 -0.13693
C18 7.01040 -0.48634 2.52328
H26 -5.22880 4.08731 4.61645
H27 -2.01725 2.96725 2.28290
H28 2.81339 -4.64728 2.09644
H29 -4.79829 -2.16943 -2.28716
H30 -3.24435 -6.12128 2.40500
H31 0.42737 -7.54832 -0.78054
H32 -1.22210 0.56966 2.70573
H33 -2.86773 1.01740 -5.00701
H34 1.40866 -6.22937 -4.40536
H35 2.76824 -1.49726 -7.09333
C19 4.75180 -1.54758 -5.04401
H36 -7.36914 -1.74158 3.38552
H37 -3.04452 -2.70986 -0.92902
H38 3.67940 1.88663 3.25271
F1 -0.19382 2.83114 -8.24738
C20 -4.75722 2.20146 3.91284
C21 -4.82800 3.65881 3.71571
H39 -0.80855 4.39405 -3.07365
C22 1.62915 -0.38769 0.60400
H40 3.49309 6.91323 3.04086
H41 -5.19137 -3.18493 3.31691
H42 2.00284 -2.06589 -4.78669
H43 -1.46849 -1.01622 -1.94735
H44 -0.92585 2.84064 -1.44173
H45 -6.88780 -6.35099 2.32424
C23 3.45505 -3.20435 3.66825
C24 0.11685 6.29587 -2.68809
C25 1.53291 0.78586 5.85016
C26 -5.82834 -6.39774 2.64777
H46 -6.83285 1.09534 1.72118
H47 -0.65766 4.89527 3.11754
H48 -1.75688 2.66105 4.06258
F2 -3.30949 4.35466 -1.84147
H49 2.55885 -5.33460 3.65617
H50 4.85316 -1.12081 -6.06013
C27 -1.22379 6.67765 1.98168
C28 1.91224 8.67288 -0.26650
C29 0.59072 2.88293 -7.17886
H51 0.33501 -2.21470 -6.82930
C30 1.97323 -5.69326 -1.81296
F3 -3.47402 4.20068 0.23168
H52 1.50067 9.13406 2.44401
N3 1.11137 7.23864 1.70686
H53 -4.05100 -7.46818 -2.12360
H54 0.49491 -4.41657 -3.61562
H55 -1.30917 -8.24080 -2.46617
H56 2.66226 2.25991 -3.78671
H57 6.43222 -0.47125 -4.41958
H58 -4.88182 -5.54739 0.59943
H59 -0.54770 7.94982 0.36819
H60 2.49076 -3.86381 -0.74756
H61 -7.20335 -2.47163 5.06472
C31 0.95198 5.85742 2.27423
C32 0.80598 -6.82304 -3.69197
C33 -1.31071 3.53842 -0.58809
H62 5.49032 -2.13425 -2.16293
C34 -7.24468 -3.88033 3.40342
O2 1.12127 1.62100 -5.14327
H63 5.60540 -2.07457 4.56582
H64 -3.06742 -4.03908 1.02294
C35 -0.17558 -6.78824 -1.33843
C36 5.26703 -1.24434 -2.73682
H65 -6.01548 1.49973 0.20251
H66 5.36397 0.87464 2.07247
C37 5.56475 -1.00106 4.32576
H67 -4.01786 -2.66487 1.36540
C38 3.20656 -4.63568 3.12949
O3 -1.09095 1.35575 -5.95971
H68 2.66623 -0.45423 2.57229
C39 -2.32358 1.83382 -5.52347
C40 -2.51307 2.91578 3.30085
H69 -3.91492 -0.04298 4.13286
H70 -5.73195 -7.96991 4.17295
F4 0.82090 4.17087 -7.06965
H71 -3.06262 4.75120 4.52042
H72 3.00113 -0.85124 4.29225
C41 2.68843 8.67804 -1.59923
F5 2.71369 1.68886 1.04305
C42 3.34480 7.95812 2.91108
H73 2.10471 8.12226 -2.34647
N4 -3.46922 1.72775 3.18300
H74 -6.05452 -4.27136 0.81115
H75 4.78335 4.90522 -2.90856
H76 0.48692 1.00994 6.04362
F6 -3.53684 2.40247 -1.00079
H77 -5.38278 -4.44857 4.52115
H78 -0.76088 -2.20664 1.78026
H79 -0.36935 -5.97389 -0.66321
H80 3.86362 3.96447 -1.77934
H81 3.44805 1.28566 -2.61742
H82 -0.25688 -3.37865 -0.89960
H83 4.23027 -5.15064 2.92004
C43 3.68450 8.66161 4.34045
O4 -1.06039 3.28846 0.69840
H84 5.37162 -2.82201 2.60343
H85 0.60566 -1.50341 2.58846
H86 -5.00938 -0.28218 2.52397
C44 3.62787 1.76966 -3.57937
C45 -1.31736 -0.04192 -1.49653
H87 -2.19247 7.03242 2.30522
H88 3.42579 9.71617 4.36069
H89 1.57032 -0.33837 -4.60746
C46 4.35955 -2.43573 2.63125
O5 -0.87140 4.84824 -1.05630
C47 2.06372 -0.81346 -6.58892
C48 -1.23175 -1.32620 3.67452
C49 -4.03752 -3.58532 0.83185
H90 -5.59121 1.60438 3.49429
C50 -5.06962 -4.63890 1.10972
H91 5.01529 -0.51452 5.13444
H92 -1.94543 -2.04436 4.12329
C51 5.55397 -0.20982 2.07646
H93 -1.99944 -6.59441 -2.53709
H94 -6.57111 -0.09896 0.40993
H95 2.48124 -8.05489 -3.12152
H96 -0.10945 -6.98562 -4.20355
H97 0.64152 4.16355 -2.27102
H98 6.52026 -2.26166 -4.21710
H99 7.06255 0.58385 4.30821
H100 -7.70585 -4.72319 3.91333
H101 5.07176 0.85407 -4.80436
C52 0.60872 -1.14082 -6.92640
H102 -2.52483 -6.78964 -0.11089
H103 -0.81195 0.67573 -2.16294
H104 3.12422 -0.39089 -2.47725
H105 -0.63134 -0.91301 4.47532
C53 -2.86666 3.58490 -0.84235
H106 -3.41549 -7.23570 4.51601
C54 0.53796 -3.78443 -1.56043
C55 5.92021 -1.36597 -4.12038
H107 2.31937 0.21021 -6.82284
C56 1.82838 8.10896 2.69743
H108 1.33753 1.48328 3.64399
H109 4.43001 -2.60715 -5.08539
H110 3.64976 8.15973 -1.42575
C57 -5.62943 -6.87350 4.07160
H111 -2.50654 -0.61709 2.17489
H112 -2.50470 0.95566 4.85371
H113 -1.03711 -4.79511 -2.71271
F7 3.31960 0.70477 -0.71574
H114 -7.59282 -3.94063 2.38337
C58 -7.58252 -2.56750 4.04889
H115 -0.42486 8.73582 1.94449
C59 1.79036 -8.61380 -5.08593
C60 -3.34434 4.13239 3.61604
H116 -1.39861 -0.89632 0.37676
N5 0.64695 -6.05270 -2.42284
H117 0.40670 -1.03466 -7.98667
C61 -5.71762 -4.10407 3.51182
H118 2.16980 1.09459 6.68676
H119 -4.05611 2.89090 -6.36345
H120 -0.48912 6.69977 -3.49403
C62 1.54537 -8.17210 -3.64056
H121 2.66273 -5.39540 -2.60301
H122 0.85447 -2.82124 -1.97318
H123 3.28050 -2.12483 -2.93994
H124 5.61932 -0.36218 -2.24016
H125 -1.96053 -8.40505 -0.09798
N6 3.67436 -0.75411 -4.44796
C63 -0.30797 -2.07508 2.76277
H126 2.55441 -9.39090 -5.04230
F8 1.77242 2.33682 -7.55744
H127 1.85504 5.72899 2.90392
H128 3.20815 4.27588 -3.47166
H129 2.32011 -6.52596 -1.17851
H130 -4.05796 -5.87559 5.32031
C64 -5.09673 -2.44257 -1.25763
H131 4.76626 8.52497 4.55238
H132 -0.38919 3.17561 -5.19468
C65 4.07434 4.02887 -2.85941
H133 -6.00251 -3.08799 -1.32274
C66 4.68590 2.79388 -3.45705
H134 1.39875 -4.97266 0.07203
C67 -0.31427 7.75476 1.45108
C68 1.67672 -4.52696 -0.85658
H135 3.56409 10.07114 -3.07233
H136 7.67739 0.30092 2.07045
H137 -4.68301 1.89984 4.94805
H138 5.12204 2.94952 -4.43916
H139 -2.07822 2.62742 -4.79856
H140 3.98210 8.41186 2.10676
H141 -1.48872 5.97314 1.20224
H142 1.69650 -0.31271 5.79820
C69 -6.14021 0.71432 0.96711
C70 3.39647 1.15817 3.96912
H143 1.15777 6.36999 -2.90795
H144 1.02795 -0.02680 1.42312
H145 -4.38070 -0.52197 0.91781
C71 3.36538 -0.28362 3.39695
C72 -0.19817 4.86451 -2.31768
H146 1.27903 7.83177 3.57766
H147 0.92927 9.18666 -0.43606
H148 0.90131 5.05934 1.51694
H149 -0.36036 6.42092 3.95107
H150 -4.49328 -8.27595 -0.56849
H151 2.02680 10.65110 -2.37308
C73 -3.73461 -5.51342 3.12175
H152 -6.34958 -6.47598 4.81711
H153 -8.67687 -2.49291 4.23505
H154 3.19401 8.12487 5.14164
H155 -3.29860 4.85481 2.82194
C74 -1.48517 -7.31882 -1.89375
H156 -2.60544 3.10361 -7.33312
C75 3.99106 0.70953 -4.68940
H157 2.43272 9.24805 0.46330
C76 2.23904 -1.02485 -5.07598
O6 0.58010 -0.85968 -0.26663
H158 -3.81211 -4.21236 -1.21172
C77 -1.96315 -0.14919 3.02334
H159 3.52389 0.91976 -5.63502
F9 1.35012 1.61092 -0.63575
H160 5.51194 2.41823 -2.86177
H161 2.16699 -7.73765 -5.65456
C78 0.03377 -4.70102 -2.69037
H162 -3.46600 -9.14590 -1.77090

Cartesian forces (eV/Å) of the 6 atoms listed first:
C -1.95 -0.74 0.31
H -0.17 1.72 0.72
H -0.40 0.96 1.07
C -0.73 -0.11 0.77
H 0.44 0.06 0.65
C -1.52 1.29 0.62

Results of the Löwdin charge analysis, in e, for atoms 1 through 2: number 1, C, carries -0.2874; number 2, H, carries 0.0735

---

Entry 2:
Below is a cluster of 2 separate species, C3H11N2O in total in a non-equilibrium geometry, with properties calculated with ωB97M-V/def2-TZVPD.

The LUMO energy is -3.219 eV. The gap between HOMO and LUMO is 11.01 eV. The total charge is +1. The value obtained for the highest occupied orbital energy is -0.5229 Ha. As for the calculated total energy: -305.41091 Eh.

Positions of all 17 atoms, in Å:
H1 -1.00637 -0.73963 2.70374
H2 0.70446 1.13249 2.19289
C1 0.83686 -0.43106 -2.41703
H3 0.80367 -1.03337 1.22145
H4 -0.02140 -0.54543 -0.12405
H5 -1.98621 -0.08051 1.36437
H6 -0.29249 1.71733 0.81328
N1 -0.11698 0.48047 -1.97168
H7 -1.46496 -1.81897 1.30910
H8 -0.89259 0.65868 -2.60461
H9 0.44353 -1.18082 -3.13052
C2 -1.19693 -0.78859 1.63420
N2 0.03367 -0.40373 0.90719
C3 0.47137 1.03002 1.13279
O1 2.01012 -0.46323 -2.01690
H10 0.28089 1.27728 -1.53659
H11 1.39338 1.18905 0.52235

Cartesian forces (eV/Å) of the 6 atoms listed first:
H 0.00 -0.07 -0.06
H -0.10 0.17 -0.15
C 2.09 -0.20 0.36
H -0.52 0.60 -0.30
H -0.42 0.14 0.58
H 0.10 -0.25 0.07

Results of the Löwdin charge analysis, in e, for atoms 1 through 2: number 1, H, carries 0.1075; number 2, H, carries 0.1085

---

Copy entry 2 word for word.
Below is a cluster of 2 separate species, C3H11N2O in total in a non-equilibrium geometry, with properties calculated with ωB97M-V/def2-TZVPD.

The LUMO energy is -3.219 eV. The gap between HOMO and LUMO is 11.01 eV. The total charge is +1. The value obtained for the highest occupied orbital energy is -0.5229 Ha. As for the calculated total energy: -305.41091 Eh.

Positions of all 17 atoms, in Å:
H1 -1.00637 -0.73963 2.70374
H2 0.70446 1.13249 2.19289
C1 0.83686 -0.43106 -2.41703
H3 0.80367 -1.03337 1.22145
H4 -0.02140 -0.54543 -0.12405
H5 -1.98621 -0.08051 1.36437
H6 -0.29249 1.71733 0.81328
N1 -0.11698 0.48047 -1.97168
H7 -1.46496 -1.81897 1.30910
H8 -0.89259 0.65868 -2.60461
H9 0.44353 -1.18082 -3.13052
C2 -1.19693 -0.78859 1.63420
N2 0.03367 -0.40373 0.90719
C3 0.47137 1.03002 1.13279
O1 2.01012 -0.46323 -2.01690
H10 0.28089 1.27728 -1.53659
H11 1.39338 1.18905 0.52235

Cartesian forces (eV/Å) of the 6 atoms listed first:
H 0.00 -0.07 -0.06
H -0.10 0.17 -0.15
C 2.09 -0.20 0.36
H -0.52 0.60 -0.30
H -0.42 0.14 0.58
H 0.10 -0.25 0.07

Results of the Löwdin charge analysis, in e, for atoms 1 through 2: number 1, H, carries 0.1075; number 2, H, carries 0.1085